[1]
The following is a quantum chemistry calculation of a 4-piece molecular cluster, C22H44F3IN2O14S overall in a non-equilibrium geometry, from the Open Molecules 2025 dataset.

```
87
Properties=species:S:1:pos:R:3:forces:R:3
I 3.665 -2.297 3.183 -0.794 0.856 0.483
S -0.472 -1.933 3.141 0.681 -6.537 -0.959
F -1.012 1.229 1.406 0.259 -0.920 4.183
F -0.837 0.766 6.383 -0.788 -0.049 -4.023
F -2.031 -1.691 2.502 2.997 0.153 1.564
O -2.581 5.145 -0.861 0.345 0.073 -0.070
O -0.429 2.637 3.105 -1.902 -5.996 -1.591
O 3.877 1.507 -0.767 0.010 -0.117 -0.292
O 5.609 1.133 -3.274 0.098 0.394 0.202
O 2.405 0.924 -3.406 -0.113 -0.301 0.290
O 0.410 4.806 -0.222 -0.114 0.106 0.278
O -0.605 6.823 -2.505 -0.253 -0.244 -0.291
O -1.747 -5.627 0.395 -0.282 -0.199 0.071
O -0.545 -3.083 4.128 -0.392 4.699 -2.968
O -3.992 -7.489 -0.564 -0.031 0.391 -0.244
O -3.657 -6.734 2.540 0.366 -0.109 0.098
O 2.329 -1.095 5.623 0.152 0.061 -6.204
O 0.421 -2.225 1.974 -2.674 2.143 3.208
O -2.403 1.958 5.231 4.949 -4.522 -0.967
N -0.092 -0.475 4.000 0.293 0.036 -1.189
N -1.087 0.488 3.870 0.278 1.104 0.454
C 3.331 2.413 -1.731 -0.279 -0.005 0.235
C 5.818 0.568 -1.985 -0.493 -0.285 -0.362
C 2.071 1.893 -2.418 0.539 0.042 -0.355
C -3.240 -7.338 3.751 -0.189 0.117 -0.259
C 4.485 0.319 -1.282 0.180 0.170 0.201
C -0.818 1.473 2.800 1.118 6.699 0.014
C -2.618 -7.525 -0.935 -0.120 -0.242 0.619
C -1.636 4.205 -1.377 -0.129 -0.127 0.272
C 1.280 0.041 3.696 2.665 -1.606 -1.120
C 2.325 -1.041 4.353 -0.691 0.649 5.716
C 0.964 4.853 1.082 -0.061 0.052 -0.320
C -4.841 -7.190 -1.657 0.126 -0.271 0.283
C -3.182 -5.399 2.400 -0.303 -0.249 -0.389
C -2.095 6.468 -0.620 -0.267 0.002 -0.178
C -2.949 -5.064 0.929 0.258 0.092 0.204
C -1.735 -7.045 0.215 0.087 0.173 -0.257
C -0.572 3.786 -0.365 0.090 0.396 -0.408
C -0.646 6.914 -3.919 0.156 0.130 0.349
C 1.400 -0.062 -3.565 0.235 0.252 -0.069
C -1.816 7.259 -1.896 0.500 -0.089 0.438
C -1.468 1.115 5.147 -4.425 4.235 2.217
C 6.643 2.026 -3.649 -0.184 -0.344 -0.066
H 3.057 3.308 -1.162 -0.068 -0.126 0.045
H -2.223 3.317 -1.632 -0.031 0.058 0.136
H 7.582 1.479 -3.789 0.099 0.151 0.037
H 0.177 4.967 1.834 0.051 -0.123 0.044
H -1.504 6.366 -4.318 -0.087 0.054 -0.086
H -2.820 -3.980 0.849 0.124 -0.073 0.054
H 6.363 2.497 -4.591 -0.046 -0.112 0.022
H -4.542 -6.253 -2.135 0.021 0.012 -0.132
H -0.691 7.964 -4.228 -0.082 -0.047 -0.162
H -2.429 -6.907 -1.817 -0.018 0.070 -0.010
H -1.690 8.320 -1.644 -0.241 0.045 0.047
H 1.773 -0.820 -4.254 0.034 0.121 -0.021
H -2.149 -7.304 3.845 0.005 0.063 0.109
H 1.547 3.948 1.280 0.000 -0.041 0.186
H 0.265 6.467 -4.316 0.011 0.048 0.108
H -3.708 -6.840 4.605 0.117 -0.027 0.138
H 1.538 1.041 4.191 -0.923 -1.526 -0.573
H 1.621 5.720 1.142 0.010 -0.060 -0.137
H 6.771 2.809 -2.895 0.116 0.030 0.053
H 1.563 2.720 -2.925 -0.108 0.162 0.203
H 4.681 -0.307 -0.405 0.054 0.141 0.017
H -5.857 -7.074 -1.279 0.072 -0.074 0.063
H -2.248 -5.253 2.954 0.011 -0.006 -0.017
H -2.900 6.977 -0.081 -0.042 -0.078 -0.133
H -4.823 -8.009 -2.385 -0.047 0.115 -0.140
H -2.371 -8.568 -1.170 0.220 0.046 -0.111
H 3.788 -0.239 -1.909 0.122 0.117 -0.227
H -0.061 2.885 -0.723 -0.186 -0.182 0.042
H 1.399 1.469 -1.663 0.037 -0.054 0.005
H -3.810 -5.321 0.313 -0.080 -0.195 0.155
H 0.491 0.383 -3.980 -0.138 -0.103 0.055
H -0.698 -7.295 -0.033 -0.063 0.119 -0.085
H -1.235 6.454 0.050 0.165 0.024 -0.225
H 1.543 0.034 2.562 -0.829 0.360 1.774
H -3.548 -8.383 3.735 -0.083 0.083 -0.060
H -1.961 -7.561 1.149 -0.266 -0.031 -0.091
H 1.180 -0.548 -2.608 -0.119 0.016 0.009
H -3.949 -4.732 2.811 0.100 0.237 0.016
H -2.664 7.154 -2.578 -0.019 -0.059 -0.036
H -1.053 3.566 0.593 0.013 0.091 -0.050
H -1.194 4.562 -2.307 0.221 0.088 0.105
H 4.088 2.722 -2.451 -0.082 -0.181 -0.184
H 6.335 -0.389 -2.128 0.065 -0.036 0.243
H 6.438 1.218 -1.361 -0.009 0.069 0.016
```
Forces are in eV/Å.

## Properties
Frontier orbital gap, eV: 7.70
Relative energy (zero: lowest compared OMol25 entry of this formula, charge and spin), kcal/mol: 0.0
Spin multiplicity: 1

These are the Löwdin partial charges, in e, on atoms 1 to 8: 0.86 0.83 0.09 0.08 -0.20 -0.13 0.13 -0.14

[2]
The following is a quantum chemistry calculation of C20H22BN7O3RuS2 as an isolated structure in a non-equilibrium geometry, from the Open Molecules 2025 dataset.

```
56
Properties=species:S:1:pos:R:3:forces:R:3
Ru 0.100 -0.346 -0.035 -1.703 0.455 0.480
S 2.204 0.471 0.187 -0.236 -0.683 0.618
S 0.309 -2.780 -0.336 0.351 0.385 -0.372
O -2.360 2.895 -0.254 0.095 0.034 0.103
O -2.726 1.594 2.195 -0.085 -0.045 -0.110
O -2.105 -0.972 -0.857 0.216 -0.184 0.145
N -1.155 1.070 0.558 0.038 0.826 0.163
N 3.272 -1.836 1.265 -0.076 -0.078 -0.041
N 2.687 -0.355 2.756 -0.047 0.031 0.203
N 0.143 0.942 -1.698 0.765 0.035 -0.384
N -0.444 -1.022 1.940 -0.132 -0.965 -0.159
N 2.827 -2.412 -1.323 0.144 0.246 0.267
N 1.272 -2.346 -2.847 -0.062 -0.063 -0.114
C -0.895 -2.841 3.422 0.006 0.041 0.117
C 3.210 -1.428 3.444 -0.114 0.107 -0.008
C -1.452 2.106 -0.313 -0.122 -0.005 -0.063
C -0.039 -2.377 -3.477 0.086 -0.058 0.053
C 0.579 3.178 -3.294 0.051 -0.002 -0.026
C 1.251 1.990 -3.537 -0.058 0.042 -0.062
C 2.133 0.858 3.348 0.071 -0.065 -0.035
C -2.133 -2.302 3.740 -0.007 -0.069 0.023
C 1.014 0.903 -2.719 -0.219 -0.012 0.026
C -2.494 -1.087 3.183 0.044 0.114 0.111
C 3.562 -2.345 2.513 0.018 -0.031 -0.151
C -1.621 -0.488 2.298 0.210 0.174 0.098
C -0.321 3.228 -2.244 -0.106 -0.020 -0.059
C 2.737 -0.628 1.440 0.375 0.166 -0.201
C 2.478 -2.156 -3.494 -0.060 0.015 0.000
C 3.433 -2.180 -2.538 -0.003 -0.069 0.017
C -0.082 -2.177 2.524 0.186 0.346 0.165
C 1.505 -2.485 -1.522 0.489 -0.597 -0.626
C -0.501 2.099 -1.473 -0.107 -0.083 -0.052
C -1.921 0.853 1.696 0.059 0.135 0.048
B 3.690 -2.673 -0.030 -0.025 -0.050 -0.077
H -0.890 4.113 -1.998 0.002 -0.004 -0.001
H -0.523 -3.332 -3.281 -0.006 -0.004 -0.005
H 4.499 -2.072 -2.617 -0.011 -0.014 0.010
H 0.891 -2.563 2.260 -0.042 -0.069 -0.078
H 4.814 -2.364 -0.337 -0.052 -0.027 0.116
H 2.782 1.708 3.150 0.008 0.003 0.000
H 2.542 -2.020 -4.560 -0.017 -0.016 0.016
H 1.960 1.899 -4.348 0.017 0.009 0.027
H 2.047 0.706 4.420 0.003 0.006 -0.002
H -3.421 -0.583 3.418 0.009 0.004 0.006
H 3.999 -3.321 2.627 0.005 0.016 -0.015
H -2.374 -1.862 -0.596 0.018 -0.044 -0.135
H 1.538 -0.026 -2.867 0.068 -0.027 0.039
H 1.150 1.053 2.925 -0.018 0.003 -0.002
H 0.097 -2.253 -4.548 -0.020 0.006 -0.002
H 3.267 -1.447 4.518 0.012 0.020 -0.016
H -2.798 -2.814 4.422 0.007 0.004 -0.006
H -0.666 -1.577 -3.087 -0.009 0.026 0.019
H 0.761 4.051 -3.906 -0.016 -0.015 -0.007
H 3.577 -3.825 0.304 0.015 0.055 -0.050
H -2.831 -0.378 -0.622 -0.011 -0.011 -0.005
H -0.556 -3.770 3.857 -0.004 0.003 -0.006
```
Forces are in eV/Å.

## Properties
Frontier orbital gap (alpha / beta), eV: 7.36 / 7.03
Relative energy (zero: lowest compared OMol25 entry of this formula, charge and spin), kcal/mol: 0.0
Spin multiplicity: 2
Charge: +1
⟨S²⟩: 0.7568

These are the Löwdin partial charges, in e, on atoms 1 to 8: 0.93 0.76 0.75 0.14 0.15 -0.10 -0.04 0.00

[3]
The following is a quantum chemistry calculation of a 2-piece molecular cluster, C15H30Cl2NO overall in a non-equilibrium geometry, from the Open Molecules 2025 dataset.

```
49
Properties=species:S:1:pos:R:3:forces:R:3
Cl 1.066 -4.128 -4.641 0.031 -0.014 -0.017
Cl 4.305 -3.146 -5.098 -0.002 0.003 -0.015
O 2.050 0.458 -1.737 -0.060 0.019 -0.103
N -1.095 0.535 2.874 -0.057 0.114 0.093
C 1.843 1.806 -2.131 -0.029 0.320 0.167
C 0.641 2.485 -1.487 0.248 0.249 0.120
C -3.774 0.653 1.865 -0.212 -0.003 -0.013
C 0.893 -0.359 -1.767 0.047 -0.379 -0.122
C -1.024 -1.817 3.774 -0.245 0.242 -0.207
C -3.125 1.768 2.360 -0.347 0.181 0.292
C -1.805 1.848 2.862 0.561 -0.688 -1.206
C 0.630 2.409 0.047 -0.521 -0.085 -0.294
C 3.253 -2.770 -3.703 -0.012 0.037 0.051
C 2.311 -3.902 -3.383 -0.037 0.035 0.112
C 0.204 -0.433 -3.128 -0.184 -0.383 0.101
C -0.880 2.794 2.098 -0.241 -0.046 0.714
C -1.626 -0.386 3.870 0.458 -0.166 0.090
C -0.431 -2.191 2.413 0.204 -0.409 0.147
C -0.800 2.453 0.596 0.364 0.453 0.189
H 0.705 3.543 -1.765 -0.105 -0.046 -0.132
H 1.087 1.472 0.374 0.200 0.149 0.120
H -1.395 -0.004 4.876 -0.327 -0.031 0.074
H 0.931 -0.359 -3.939 -0.037 0.142 0.000
H 1.202 3.255 0.441 0.140 -0.151 0.099
H 1.795 1.899 -3.225 -0.086 -0.157 0.009
H -0.266 -1.416 -3.222 -0.036 0.037 -0.017
H 2.712 -1.856 -3.929 0.010 -0.010 -0.024
H -3.225 -0.102 1.309 0.192 -0.377 0.732
H -0.305 2.132 -1.905 0.048 -0.184 0.063
H -0.273 -1.950 4.558 0.059 -0.009 -0.073
H -0.145 0.745 3.166 0.041 -0.009 -0.111
H -0.594 0.297 -3.258 0.191 0.186 -0.060
H -1.359 3.215 0.042 -0.127 -0.174 -0.088
H 2.742 2.341 -1.811 0.052 -0.132 -0.022
H 0.113 -1.364 1.961 -0.118 0.054 -0.023
H 0.124 2.706 2.541 0.044 0.196 -0.043
H 2.841 -4.844 -3.269 0.010 -0.002 -0.054
H 3.905 -2.588 -2.851 0.002 -0.011 0.004
H -1.209 3.827 2.253 0.073 0.037 -0.142
H -1.837 -2.520 3.985 0.137 -0.078 0.198
H -1.203 -2.531 1.722 -0.020 0.253 -0.082
H -1.270 1.478 0.446 -0.106 0.097 -0.120
H -4.820 0.446 2.074 -0.185 0.343 -0.601
H -3.684 2.710 2.404 -0.063 0.001 0.308
H 0.269 -3.028 2.528 -0.049 -0.012 0.010
H 1.787 -3.677 -2.456 -0.015 0.021 -0.014
H -2.706 -0.441 3.756 0.016 0.135 -0.091
H 0.186 -0.101 -0.971 -0.011 0.171 -0.091
H 1.256 -1.361 -1.521 0.104 0.083 0.070
```
Forces are in eV/Å.

## Properties
Frontier orbital gap, eV: 3.57
Spin multiplicity: 1
Charge: -1

These are the Löwdin partial charges, in e, on atoms 1 to 8: 0.53 0.53 -0.17 -0.08 -0.23 -0.20 -0.15 -0.27

[4]
The following is a quantum chemistry calculation of C13H34BF4GeIrN2O2Si3 as an isolated structure in a non-equilibrium geometry, from the Open Molecules 2025 dataset.

```
61
Properties=species:S:1:pos:R:3:forces:R:3
Ir -0.325 0.403 0.463 -0.428 -1.231 1.371
Ge -0.814 -1.830 -0.458 -0.967 -0.082 -2.899
Si -2.413 -3.415 1.321 -0.703 -0.774 1.258
Si 0.661 -3.606 -1.773 -0.451 -0.527 0.020
Si -2.731 -1.358 -2.411 0.378 -0.098 0.694
F 1.068 0.142 2.741 0.794 0.744 0.196
F -1.157 0.013 2.464 -0.626 0.744 -0.519
F -0.186 -1.097 4.228 -0.196 -0.073 0.868
F 0.146 -1.808 2.094 0.164 -0.135 0.167
O -0.426 3.413 1.074 -0.169 -0.074 -0.670
O 0.638 -0.660 -1.922 0.511 1.178 1.812
N -0.189 2.390 0.164 2.338 0.561 -1.598
N 0.636 0.440 -1.168 -0.413 1.449 -2.314
C -4.144 -0.631 -1.343 0.589 -0.202 -0.539
C -3.534 -4.419 0.134 0.895 0.850 -0.041
C -1.976 -0.094 -3.614 -0.267 -0.467 0.480
C 1.063 1.652 -1.633 0.169 -3.618 -0.639
C 1.072 4.142 -1.084 0.068 -0.183 0.239
C -3.311 -2.952 -3.304 0.322 0.658 0.386
C 2.228 -3.662 -0.685 -0.628 0.208 -0.460
C 0.807 -3.105 -3.609 -0.004 0.135 0.954
C -0.346 -5.236 -1.729 0.427 0.775 0.169
C -1.239 -4.515 2.337 -0.135 0.743 -0.511
C 1.926 1.719 -2.845 -0.168 -0.026 0.049
C -3.463 -2.273 2.423 0.767 0.037 -0.618
C 0.665 2.726 -0.856 -2.315 0.898 3.241
B 0.021 -0.695 2.977 0.188 -0.867 -0.257
H -2.823 -1.642 3.031 0.135 0.083 0.075
H 1.072 4.678 -0.138 0.054 0.038 -0.018
H -4.893 -0.178 -1.986 -0.168 0.087 -0.172
H 2.936 -4.408 -1.042 0.023 -0.113 -0.181
H -4.065 -2.864 3.111 -0.025 -0.385 -0.053
H 2.727 -2.696 -0.679 0.039 0.115 -0.051
H 1.596 2.504 -3.519 -0.004 0.035 -0.142
H -0.150 -3.202 -4.114 -0.179 -0.062 0.053
H -4.648 -1.391 -0.754 -0.019 -0.191 0.105
H -2.506 -3.458 -3.824 0.214 -0.024 -0.093
H -0.974 3.060 1.786 -0.054 -0.310 -0.083
H -1.275 -5.153 -2.284 -0.135 0.145 -0.148
H -2.747 0.302 -4.269 -0.211 0.046 -0.097
H -4.200 -3.776 -0.430 -0.121 0.149 -0.024
H -0.584 -5.560 -0.724 0.007 -0.069 0.282
H -1.206 -0.538 -4.236 0.130 -0.163 -0.045
H -3.774 0.137 -0.669 0.106 0.082 0.055
H -4.050 -2.673 -4.051 -0.150 0.138 -0.158
H -1.802 -5.308 2.822 -0.335 -0.134 -0.063
H -2.971 -5.020 -0.570 0.152 -0.123 -0.106
H -3.783 -3.672 -2.644 -0.036 -0.021 0.188
H 0.236 -6.025 -2.195 0.220 -0.158 -0.123
H -0.758 -3.928 3.113 0.020 0.176 0.035
H -1.528 0.738 -3.077 0.016 0.102 0.143
H -0.455 -4.978 1.747 0.082 -0.071 -0.186
H 2.063 4.186 -1.526 0.029 0.012 -0.082
H 0.365 4.643 -1.744 -0.052 -0.023 -0.094
H 1.136 -2.076 -3.701 0.116 0.117 -0.073
H -4.146 -5.092 0.727 -0.025 -0.056 0.406
H -4.134 -1.626 1.865 -0.050 0.013 -0.177
H 1.982 -3.908 0.346 -0.160 -0.023 0.054
H 1.515 -3.747 -4.126 0.168 -0.175 0.044
H 1.901 0.754 -3.346 -0.009 0.096 -0.089
H 2.956 1.926 -2.554 0.086 0.046 -0.020
```
Forces are in eV/Å.

## Properties
Frontier orbital gap (alpha / beta), eV: 5.05 / 5.20
Relative energy (zero: lowest compared OMol25 entry of this formula, charge and spin), kcal/mol: 95.0
Spin multiplicity: 2
Charge: +1
⟨S²⟩: 1.1766

These are the Löwdin partial charges, in e, on atoms 1 to 8: 1.11 0.78 0.68 0.55 0.55 0.15 -0.06 0.24